Entry from the OMol25 dataset: a cluster of 11 separate species, C44H73N5O12S6 in total at a distorted geometry (ωB97M-V with the def2-TZVPD basis set).

Each line ends with the Löwdin charge.
CARTESIAN COORDINATES (ANGSTROEM)
C1 4.57 -3.11 15.54  -0.222
C2 4.22 -4.34 16.45  -0.229
C3 4.87 -4.09 17.83  -0.183
S1 6.46 -3.13 17.52  0.718
O1 7.64 -3.97 17.69  -0.344
O2 6.43 -1.88 18.29  -0.359
C4 6.07 -2.81 15.70  -0.186
H1 3.86 -2.39 15.95  0.111
H2 4.25 -3.16 14.50  0.095
H3 4.53 -5.27 15.97  0.080
H4 3.15 -4.56 16.49  0.102
H5 5.21 -4.96 18.40  0.093
H6 4.23 -3.47 18.46  0.097
H7 6.63 -3.63 15.25  0.071
H8 6.36 -1.85 15.29  0.103
C5 -2.84 -7.26 17.54  -0.247
C6 -4.23 -6.73 17.59  -0.245
C7 -4.42 -6.04 18.97  -0.167
S2 -2.74 -5.20 19.16  0.745
O3 -2.18 -5.57 20.48  -0.361
O4 -2.91 -3.77 18.78  -0.381
C8 -1.84 -6.13 17.83  -0.184
H9 -2.69 -7.58 16.50  0.104
H10 -2.90 -8.17 18.13  0.128
H11 -4.96 -7.55 17.61  0.113
H12 -4.53 -6.11 16.74  0.106
H13 -4.38 -6.74 19.80  0.095
H14 -5.13 -5.23 19.08  0.098
H15 -0.88 -6.48 18.22  0.098
H16 -1.57 -5.62 16.91  0.093
C9 1.02 -8.86 6.96  -0.161
C10 0.62 -8.03 5.68  -0.213
C11 -0.32 -6.82 6.07  -0.172
S3 0.12 -6.38 7.80  0.708
O5 -0.99 -6.58 8.73  -0.355
O6 0.81 -5.13 7.83  -0.309
C12 1.38 -7.69 8.01  -0.195
H17 1.75 -9.60 6.66  0.114
H18 0.05 -9.26 7.27  0.090
H19 0.30 -8.70 4.89  0.111
H20 1.59 -7.71 5.31  0.104
H21 -1.38 -7.07 6.01  0.099
H22 -0.11 -6.03 5.35  0.102
H23 1.53 -7.98 9.05  0.082
H24 2.33 -7.23 7.74  0.090
C13 1.13 -7.01 13.55  -0.176
C14 -0.09 -7.32 12.65  -0.224
C15 -1.10 -6.21 12.66  -0.249
S4 -0.26 -4.71 13.05  0.684
O7 -0.69 -4.37 14.37  -0.316
O8 -0.34 -3.84 11.91  -0.331
C16 1.51 -5.53 13.16  -0.134
H25 1.94 -7.74 13.47  0.083
H26 0.73 -6.95 14.56  0.112
H27 -0.55 -8.21 13.08  0.113
H28 0.21 -7.65 11.66  0.106
H29 -1.77 -6.27 13.51  0.083
H30 -1.80 -6.10 11.83  0.099
H31 2.14 -4.99 13.86  0.084
H32 1.98 -5.44 12.18  0.059
C17 -6.00 -5.88 12.39  -0.215
C18 -6.47 -7.13 11.56  -0.203
C19 -5.88 -8.37 12.14  -0.206
S5 -5.18 -7.99 13.84  0.744
O9 -3.71 -7.99 13.68  -0.375
O10 -5.88 -8.84 14.82  -0.349
C20 -5.73 -6.26 13.79  -0.238
H33 -6.62 -5.00 12.19  0.122
H34 -5.04 -5.69 11.90  0.099
H35 -6.08 -7.09 10.54  0.091
H36 -7.55 -7.24 11.59  0.114
H37 -5.06 -8.69 11.49  0.082
H38 -6.58 -9.20 12.30  0.101
H39 -5.04 -5.54 14.23  0.101
H40 -6.75 -6.35 14.16  0.114
C21 4.14 -5.94 10.37  -0.194
C22 4.48 -7.44 10.66  -0.175
C23 4.93 -7.49 12.16  -0.193
S6 5.94 -5.94 12.50  0.717
O11 7.25 -6.25 11.96  -0.338
O12 5.82 -5.58 13.91  -0.330
C24 5.06 -4.96 11.18  -0.184
H41 3.13 -5.68 10.67  0.078
H42 4.32 -5.71 9.32  0.110
H43 5.25 -7.70 9.93  0.114
H44 3.56 -8.00 10.57  0.095
H45 5.44 -8.35 12.59  0.078
H46 4.05 -7.27 12.77  0.061
H47 5.80 -4.30 10.72  0.101
H48 4.46 -4.23 11.73  0.082
N1 -3.20 -5.18 9.13  0.062
C25 -4.45 -5.65 8.68  -0.152
C26 -5.44 -4.79 8.97  -0.128
C27 -4.81 -3.76 9.65  -0.158
C28 -3.54 -4.06 9.84  -0.163
H49 -2.38 -5.76 9.05  0.045
H50 -4.45 -6.71 8.46  0.102
H51 -6.50 -4.90 8.78  0.106
H52 -5.36 -2.96 10.12  0.093
H53 -2.77 -3.66 10.47  0.099
N2 -2.52 -9.47 10.46  0.050
C29 -2.55 -10.71 11.10  -0.101
C30 -2.57 -11.66 10.08  -0.148
C31 -2.50 -11.09 8.87  -0.126
C32 -2.41 -9.78 9.15  -0.198
H54 -2.37 -8.59 10.94  0.129
H55 -2.55 -10.84 12.17  0.107
H56 -2.80 -12.69 10.28  0.099
H57 -2.57 -11.59 7.92  0.109
H58 -2.52 -8.98 8.43  0.098
N3 3.90 -11.68 14.16  0.012
C33 4.43 -10.40 14.16  -0.156
C34 3.57 -9.58 14.78  -0.135
C35 2.46 -10.37 15.29  -0.079
C36 2.73 -11.65 14.84  -0.147
H59 4.37 -12.47 13.75  0.152
H60 5.41 -10.16 13.77  0.104
H61 3.72 -8.53 14.98  0.090
H62 1.73 -10.01 16.00  0.090
H63 2.21 -12.59 14.99  0.108
N4 -5.47 -1.96 13.18  0.007
C37 -6.03 -2.10 14.43  -0.173
C38 -5.13 -2.53 15.29  -0.134
C39 -3.91 -2.60 14.58  -0.100
C40 -4.12 -2.13 13.28  -0.112
H64 -6.08 -1.68 12.43  0.141
H65 -7.04 -1.76 14.62  0.111
H66 -5.14 -2.54 16.37  0.106
H67 -3.00 -2.76 15.14  0.088
H68 -3.50 -1.84 12.44  0.103
N5 0.41 -1.19 11.69  0.009
C41 0.40 -0.69 12.97  -0.140
C42 1.49 0.13 13.18  -0.092
C43 2.12 0.15 11.92  -0.153
C44 1.46 -0.62 11.06  -0.176
H69 -0.31 -1.75 11.25  0.119
H70 -0.44 -1.05 13.53  0.106
H71 1.61 0.75 14.05  0.094
H72 2.97 0.75 11.62  0.093
H73 1.57 -0.75 9.99  0.112

Results
Gap between HOMO and LUMO, eV: 7.898
SMILES string: O=S1(=O)CCCC1.O=S1(=O)CCCC1.O=S1(=O)CCCC1.O=S1(=O)CCCC1.O=S1(=O)CCCC1.O=S1(=O)CCCC1.c1cc[nH]c1.c1cc[nH]c1.c1cc[nH]c1.c1cc[nH]c1.c1cc[nH]c1
Max |F|, eV Å⁻¹: 5.02
Energy relative to the best compared isomer or geometry (same formula, charge and spin), kJ/mol: 347.2
HOMO, eV: -8.040
Total charge: 0
Energy, a.u.: -5285.86984


Entry from the OMol25 dataset: the molecule C9H6O2 at a distorted geometry (ωB97M-V with the def2-TZVPD basis set).

Each line ends with the Löwdin charge.
CARTESIAN COORDINATES (ANGSTROEM)
C1 -1.18 1.22 0.04  -0.310
C2 -2.21 -0.05 0.06  -0.012
C3 -1.29 -1.12 -0.01  -0.350
C4 0.16 -0.73 0.26  -0.089
C5 1.33 -1.48 0.27  -0.018
C6 2.61 -0.76 -0.03  -0.052
C7 2.48 0.70 -0.16  -0.051
C8 1.27 1.53 -0.01  0.006
C9 0.19 0.74 0.12  -0.167
H1 -2.99 -0.24 -0.70  0.144
H2 -2.82 -0.14 1.06  0.183
H3 1.58 -2.73 0.45  0.185
H4 3.54 -1.38 -0.49  0.142
H5 3.40 1.29 -0.46  0.101
H6 1.03 2.63 0.06  0.148
O1 -1.44 2.38 -0.09  0.119
O2 -1.55 -2.35 -0.31  0.020

Results
Gap between HOMO and LUMO, eV: 9.259
SMILES string: O=C1CC(=O)c2ccccc21
Max |F|, eV Å⁻¹: 8.64
Energy relative to the best compared isomer or geometry (same formula, charge and spin), kJ/mol: 261.8
HOMO, eV: -9.734
Total charge: 0
Energy, a.u.: -496.93113


Entry from the OMol25 dataset: the molecule C2H4OS2 at a distorted geometry (ωB97M-V with the def2-TZVPD basis set).

Each line ends with the Löwdin charge.
CARTESIAN COORDINATES (ANGSTROEM)
C1 0.50 0.00 1.47  -0.979
C2 -0.54 -0.11 -0.92  -0.659
O1 -1.22 -0.21 -2.00  0.014
S1 1.66 0.75 0.48  0.477
S2 -1.10 -0.47 0.57  0.996
H1 0.60 -1.02 1.84  0.017
H2 0.16 0.65 2.24  0.004
H3 0.44 0.50 -0.93  -0.074
H4 -0.48 -0.08 -2.73  0.202

Results
Gap between HOMO and LUMO, eV: 7.496
Max |F|, eV Å⁻¹: 4.12
Energy relative to the best compared isomer or geometry (same formula, charge and spin), kJ/mol: 237.1
HOMO, eV: -7.746
Total charge: 0
Energy, a.u.: -950.11837


Entry from the OMol25 dataset: a structure of composition C14H25AgO17 at a distorted geometry (ωB97M-V with the def2-TZVPD basis set).

Each line ends with the Löwdin charge.
CARTESIAN COORDINATES (ANGSTROEM)
Ag1 -3.74 0.01 -2.68  0.876
C1 0.05 0.26 -0.72  0.021
C2 -1.19 0.00 -1.53  -0.706
O1 -1.43 0.57 -2.62  -0.073
O2 -2.05 -0.77 -1.01  -0.104
H1 0.72 -0.59 -0.86  0.056
H2 -0.25 0.36 0.33  0.065
H3 0.52 1.20 -0.98  0.098
C3 1.89 -3.44 2.11  0.246
C4 2.67 -3.47 0.97  -0.152
C5 3.12 -2.27 0.21  -0.326
O3 3.84 -2.30 -0.75  0.175
C6 2.62 -1.03 0.82  0.104
C7 1.92 -0.97 1.97  -0.191
C8 1.52 -2.16 2.78  -0.265
O4 0.87 -2.15 3.78  0.234
O5 1.52 0.21 2.47  0.144
O6 3.12 -4.60 0.53  0.258
H4 1.59 -4.38 2.56  0.173
H5 2.81 -0.09 0.32  0.154
H6 1.19 0.73 1.70  0.122
H7 3.84 -4.44 -0.12  0.182
C9 -0.87 2.34 4.44  0.071
C10 -1.14 1.03 4.36  -0.241
C11 -1.81 0.42 3.16  -0.328
O7 -2.05 -0.76 3.09  0.121
C12 -2.11 1.37 2.09  0.055
C13 -1.85 2.68 2.20  -0.239
C14 -1.20 3.29 3.40  -0.332
O8 -1.06 4.48 3.52  0.139
O9 -2.05 3.53 1.20  0.123
O10 -0.78 0.14 5.29  0.109
H8 -0.20 2.63 5.25  0.143
H9 -2.63 1.09 1.18  0.131
H10 -1.84 4.44 1.46  0.130
H11 -1.16 -0.71 4.97  0.116
O11 -1.73 4.38 -2.49  -0.065
H12 -0.77 4.50 -2.54  -0.001
H13 -1.90 3.44 -2.66  0.006
O12 -0.92 2.14 -5.17  -0.053
H14 -0.33 2.90 -5.21  0.027
H15 -1.00 1.95 -4.23  -0.026
O13 -3.13 -2.90 0.44  -0.080
H16 -3.39 -3.53 -0.23  0.032
H17 -2.64 -2.19 -0.03  -0.028
O14 -0.17 -1.48 -4.68  -0.073
H18 -0.54 -0.64 -4.40  -0.008
H19 0.71 -1.52 -4.24  -0.003
O15 1.16 3.89 -3.04  -0.045
H20 1.55 4.63 -3.53  0.065
H21 1.84 3.62 -2.42  0.046
O16 0.40 -3.08 -0.84  -0.015
H22 -0.16 -3.64 -0.29  0.073
H23 -0.19 -2.35 -1.10  0.038
O17 2.13 -2.24 -3.12  -0.037
H24 2.83 -1.70 -2.73  0.038
H25 1.84 -2.82 -2.40  0.018

Results
Multiplicity: 2
Gap between HOMO and LUMO (spin up / spin down), eV: 5.200 / 3.103
Max |F|, eV Å⁻¹: 3.02
Expectation value of S²: 0.763
HOMO (spin up / spin down), eV: -11.826 / -11.824
Total charge: +1
Energy, a.u.: -1974.14588